Record 1
Density functional theory data (the ωB97M-V functional and the def2-TZVPD basis) for C3H4FeO3 as an isolated structure.

## Properties
ΔE to the lowest compared entry with this formula, charge and spin	0.0	kcal per mole
multiplicity	5
<S²>	6.006
strongest force on any atom	5.96	eV Å⁻¹
net charge	+2

```
11
Properties=species:S:1:pos:R:3:forces:R:3:mulliken_charge:R:1
Fe -2.65911 -3.23003 0.41162 -0.4478 -0.7099 0.0721 1.709
C -1.28318 -0.74512 0.85812 4.2396 3.3447 2.5270 0.706
O -0.72532 -0.56452 1.89833 -1.8646 -0.9146 -1.0069 -0.356
C 1.44077 0.94822 -0.92474 -0.5349 -0.0932 -0.0523 -0.992
H 0.39579 1.22509 1.02109 0.3983 -0.8217 0.1829 0.418
H 1.62019 2.03536 -0.95499 0.0890 -0.1374 0.0480 0.344
H 2.36692 0.50953 -0.51839 -0.0288 0.1027 0.0063 0.372
H 1.20328 0.54881 -1.91408 0.1169 0.0579 0.2189 0.325
C 0.38333 0.70841 0.05020 -0.0452 2.0737 -0.6784 0.400
O -2.04963 -1.56820 0.35514 -1.7856 -1.1837 -1.1949 -0.719
O -0.69304 0.13244 -0.28229 -0.1369 -1.7186 -0.1227 -0.208
```
Positions in Å, forces in eV/Å.

Record 2
Density functional theory data (the ωB97M-V functional and the def2-TZVPD basis) for a 2-piece molecular cluster, C8H12N4Si overall.

## Properties
ΔE to the lowest compared entry with this formula, charge and spin	58.6	kcal per mole
multiplicity	1
strongest force on any atom	3.17	eV Å⁻¹
net charge	0

```
25
Properties=species:S:1:pos:R:3:forces:R:3:mulliken_charge:R:1
H 1.21510 -0.03573 3.99713 0.5963 0.2136 0.8886 0.394
C 0.72912 0.48819 3.21834 -1.1301 -1.9131 -2.1166 -0.427
H 2.06310 2.82080 -1.34260 0.1191 0.1977 -0.3396 0.286
H 0.95003 -0.97273 1.65172 -0.3775 -0.6260 -0.5196 0.321
N -0.02389 -3.40046 -0.67934 1.0834 0.2855 -0.1409 -0.645
H 2.03663 -3.44494 -1.54844 0.0582 -1.1804 -0.3784 0.383
C 1.98513 2.61717 -2.40722 -0.3630 -0.6932 -0.4270 -0.753
C -2.78616 0.24794 -0.49571 1.0354 -0.2109 1.3075 -1.102
C 1.16887 -1.53270 -1.31706 -1.5403 -2.6741 0.7065 -0.131
C -0.48101 1.87469 2.13262 -0.5676 0.1832 -1.1127 -0.015
H -3.23191 1.07510 -1.03160 0.1476 0.4068 0.1525 0.348
H -1.66850 -2.33209 0.12018 -0.3142 0.1095 0.3119 0.452
N -0.28024 0.79796 1.26619 -0.5954 -0.4588 1.0800 0.436
H -3.14401 -0.63530 -0.98336 0.1809 -0.7199 -0.5004 0.380
N 0.14837 1.68745 3.25584 -0.8662 1.9153 0.9270 -0.608
H -3.17841 0.16623 0.53587 0.0110 0.3940 -0.3779 0.371
H 2.31273 3.33234 -3.18567 -0.3160 -0.6363 0.7539 0.300
H -1.19663 2.70500 1.85589 1.2917 -0.9978 0.4737 0.315
H 1.51950 1.63896 -2.67643 0.5481 1.1013 0.0310 0.164
H 1.85517 -0.88393 -1.77760 0.5801 0.8645 -0.1482 0.424
C 0.39344 -0.14557 2.02684 1.8794 1.3510 1.2563 -0.144
C -0.69244 -2.33446 -0.30998 2.4328 -0.0897 -1.8471 -0.087
Si -0.84178 0.36172 -0.31341 -0.6542 0.3293 -1.8084 -0.385
N -0.00252 -1.17266 -0.69795 -2.3531 0.9570 0.9114 0.226
C 1.15031 -2.92298 -1.29426 -0.8865 1.8916 0.9166 -0.503
```
Positions in Å, forces in eV/Å.

Record 3
Density functional theory data (the ωB97M-V functional and the def2-TZVPD basis) for a single C3H8FN molecule.

## Properties
ΔE to the lowest compared entry with this formula, charge and spin	26.8	kcal per mole
multiplicity	1
structure (SMILES)	C[C@H](N)CF
strongest force on any atom	6.41	eV Å⁻¹
net charge	0

```
13
Properties=species:S:1:pos:R:3:forces:R:3:mulliken_charge:R:1
C 0.47040 0.08544 0.40398 -0.0080 -1.9238 -6.1148 -0.047
C -0.76686 0.59602 -0.34011 0.8208 2.8714 3.3777 -0.415
N 0.18564 0.09295 1.71013 -3.4028 -1.6035 3.8608 -0.675
H 1.21225 0.70517 0.06284 2.2446 2.0936 -0.0128 0.486
C 0.86857 -1.29325 -0.14752 -3.1096 -0.9958 0.6980 -1.211
H 0.92670 -1.33941 -1.22857 0.6204 0.1280 -0.1315 0.355
H -0.10775 -1.91401 0.06787 1.8379 0.4728 -0.2019 0.254
H -0.46776 -0.75083 1.79787 0.0364 1.6872 0.1281 0.339
F -0.71528 0.75079 -1.65712 0.4109 -0.4485 -1.8986 -0.283
H -1.57344 0.00633 -0.00904 -1.4849 -0.8804 -0.0594 0.324
H -0.86551 1.63417 0.12839 -0.4234 -1.1284 -0.6193 0.246
H 0.88115 -0.36039 2.21923 2.2606 -0.1092 1.2481 0.295
H 1.69984 -1.71801 0.40644 0.1971 -0.1635 -0.2744 0.331
```
Positions in Å, forces in eV/Å.

Record 4
Density functional theory data (the ωB97M-V functional and the def2-TZVPD basis) for a single C4H5NO molecule.

## Properties
ΔE to the lowest compared entry with this formula, charge and spin	48.3	kcal per mole
multiplicity	1
structure (SMILES)	O=C1C[C@H]2N[C@@H]12
strongest force on any atom	0.79	eV Å⁻¹
net charge	0

```
11
Properties=species:S:1:pos:R:3:forces:R:3:mulliken_charge:R:1
C -0.37024 -0.87897 -0.61205 -0.1172 0.0376 -0.0492 -0.448
H 1.35102 0.87371 1.48933 -0.3070 -0.4231 0.0587 0.404
C -0.51010 -0.55881 0.89796 -0.5177 -0.0088 0.1993 0.204
H -0.90095 1.62898 -0.20219 0.0781 -0.3420 -0.0885 0.256
O -1.22548 -0.99902 1.75493 0.6621 0.2557 -0.3387 -0.552
H 1.50707 0.34365 -1.32497 -0.0288 -0.1727 0.1726 0.395
C 0.57755 0.51501 0.81197 0.2119 0.1831 0.2405 -0.162
N 0.10740 1.49503 -0.16284 -0.1983 0.1311 -0.1306 -0.496
H 0.04509 -1.89323 -0.70076 0.0408 0.3015 -0.0494 0.268
C 0.64888 0.25837 -0.66937 0.1915 0.0726 -0.2608 -0.136
H -1.23024 -0.78472 -1.28202 -0.0154 -0.0351 0.2461 0.267
```
Positions in Å, forces in eV/Å.

Record 5
Density functional theory data (the ωB97M-V functional and the def2-TZVPD basis) for a 2-piece molecular cluster, C4H13NS overall.

## Properties
ΔE to the lowest compared entry with this formula, charge and spin	22.8	kcal per mole
multiplicity	1
structure (SMILES)	CNC.CSC
strongest force on any atom	2.20	eV Å⁻¹
net charge	0

```
19
Properties=species:S:1:pos:R:3:forces:R:3:mulliken_charge:R:1
H 0.12353 -3.26029 0.17536 -0.3789 0.0206 0.1788 0.330
C 1.58547 2.75387 2.32035 1.2283 1.6007 0.8708 -0.908
C -1.63116 -2.46722 -2.98165 -0.7711 -0.8327 0.0030 -0.754
H -0.34707 0.95719 0.31092 0.0765 0.2784 -0.4907 0.067
C -0.01568 1.90870 0.73487 0.2397 -0.7467 0.0617 -0.599
H -2.50660 -1.87441 -3.23374 0.3515 0.4638 -0.2523 0.257
S -1.84561 -2.86727 -1.21573 0.5259 0.0083 0.0577 -0.085
H -0.67617 -2.02324 -3.23569 -0.0755 0.4132 0.2181 0.279
H 0.97797 3.20771 3.12668 -0.5861 -0.6595 -0.2383 0.305
H -1.72694 -3.38024 -3.57518 0.1459 -0.0392 0.1461 0.267
H 1.83464 3.65150 1.73674 -0.3342 -0.5278 -0.7487 0.304
H 0.86998 0.93167 2.31384 -0.1505 -0.3658 -0.2159 0.228
H 0.55047 -2.63082 -1.35750 -0.0974 0.1698 -0.1002 0.264
N 1.13304 1.58973 1.59266 -0.6083 0.9777 0.5096 -0.335
H -0.11514 -1.52311 -0.13729 0.0011 0.0383 0.0126 -0.026
C -0.18585 -2.52048 -0.56141 0.3127 -0.2301 -0.2556 -0.518
H -0.91621 2.34266 1.18017 0.1708 0.1891 0.5629 0.286
H 2.54359 2.58779 2.81263 0.1010 -0.5593 0.0475 0.323
H 0.34773 2.61626 -0.00604 -0.1515 -0.1987 -0.3669 0.316
```
Positions in Å, forces in eV/Å.

Record 6
Density functional theory data (the ωB97M-V functional and the def2-TZVPD basis) for a single C9H9NO4 molecule.

## Properties
ΔE to the lowest compared entry with this formula, charge and spin	54.6	kcal per mole
multiplicity	3
<S²>	2.010
strongest force on any atom	5.18	eV Å⁻¹
net charge	0

```
23
Properties=species:S:1:pos:R:3:forces:R:3:mulliken_charge:R:1
C 0.20166 -0.00969 1.82237 2.4935 2.8272 -3.5586 0.943
C 0.68304 0.19386 -0.74138 1.7800 1.4578 1.3896 0.709
C 0.47985 -1.06149 -3.28346 2.5474 1.1519 -2.1493 -0.107
H 2.43509 1.15359 -1.57771 0.7422 0.3036 0.5014 0.451
O 0.92935 0.75899 0.48185 -2.1115 -2.8823 1.1403 -0.385
H -1.50689 -1.61475 -2.62211 1.4945 0.4035 0.2802 0.230
H -2.01802 2.27419 2.89396 -1.4189 1.1714 2.0552 0.421
H -1.48408 -0.09378 3.01836 0.2970 0.1922 0.6040 0.405
O 0.09145 -1.84607 3.02991 -0.4865 -0.7354 1.5575 -0.616
C 1.55231 -0.23029 -2.95324 3.0786 0.4171 -1.8399 -0.499
C -0.88157 0.64962 2.49210 -2.1777 -1.9539 -0.1055 -0.230
C 1.68413 0.42053 -1.71048 -0.3540 0.0607 -0.0069 -0.690
H 0.50164 -1.42422 -4.34894 -0.5546 -0.0182 1.4391 0.338
C -1.68085 1.78644 2.06113 2.1789 0.8124 -2.8119 -1.484
H -1.31732 -0.45473 -0.52833 -0.4434 -0.1307 0.5628 0.323
H -1.06254 2.51505 1.50923 -0.0641 -0.2519 0.1731 0.365
O 1.21790 -2.01716 1.25686 2.5570 -1.6453 -2.9484 -0.568
C -0.42662 -0.53752 -1.10686 -1.4032 -0.6117 0.8441 -0.039
C -0.49575 -1.17542 -2.35558 -4.4212 -1.7760 0.3305 -0.709
N 0.58812 -1.43039 2.02381 -2.1493 1.5945 1.1556 1.096
O 0.45316 0.75908 2.89256 1.0910 0.3517 0.7420 -0.489
H -2.42836 1.48448 1.35979 -0.8361 -0.2844 -0.0582 0.326
H 2.48430 -0.10031 -3.61386 -1.8397 -0.4543 0.7034 0.209
```
Positions in Å, forces in eV/Å.